Entry 1:
16
Properties=species:S:1:pos:R:3:forces:R:3 method="wB97M-V/def2-TZVPD" spin_multiplicity=1 relative_energy_kcal_mol=33.3 homo_lumo_gap_ev=10.6 smiles="N#Cc1cn[nH]c1.C=C" homo_ev=-9.96 lumo_energy_ev=0.626 energy_ha=-397.0392
N -0.568 -2.620 -0.293 0.2 -0.3 0.0
C -1.365 -1.800 -0.204 0.4 -0.2 -0.1
C -2.315 -0.773 -0.105 -0.6 0.9 -0.1
C -3.519 -0.756 0.640 0.3 0.2 -0.3
N -4.148 0.384 0.478 -0.7 0.1 0.4
N -3.396 1.108 -0.348 0.4 -0.2 -0.2
C -2.281 0.463 -0.730 0.0 -0.2 0.1
H -3.919 -1.525 1.268 -0.1 -0.2 0.1
H -3.686 2.037 -0.611 0.0 -0.1 0.1
H -1.557 0.896 -1.391 0.1 0.1 -0.1
C 3.263 -0.284 0.208 0.2 0.0 0.0
C 1.983 0.018 0.274 -0.2 0.1 0.0
H 3.743 -0.531 -0.725 0.0 -0.1 -0.2
H 3.889 -0.299 1.085 0.1 0.0 0.2
H 1.354 0.025 -0.601 -0.1 0.0 -0.2
H 1.504 0.260 1.208 -0.1 0.0 0.2


Entry 2:
16
Properties=species:S:1:pos:R:3:forces:R:3 method="wB97M-V/def2-TZVPD" spin_multiplicity=1 relative_energy_kcal_mol=38.5 homo_lumo_gap_ev=9.0 smiles=Cn1cc(N)c(C#N)c1 homo_ev=-8.28 lumo_energy_ev=0.718 energy_ha=-397.0310
C -2.249 -1.089 0.141 -3.0 0.5 -3.1
N -0.998 -0.563 -0.091 2.8 2.4 -0.7
C -0.721 0.818 -0.088 -1.2 1.3 1.3
C 0.637 1.031 0.011 0.4 -2.4 -0.1
N 1.324 2.174 0.311 -1.9 -1.5 1.9
C 1.284 -0.224 -0.101 -2.7 -4.1 -0.3
C 2.684 -0.584 -0.097 0.1 0.1 -0.4
N 3.807 -0.886 -0.165 -1.4 0.4 0.2
C 0.104 -1.298 -0.196 3.9 2.8 0.3
H -3.007 -0.275 -0.105 0.7 -1.4 0.3
H -2.359 -1.961 -0.521 -0.5 0.3 0.1
H -2.366 -1.419 1.101 -0.4 -0.6 2.7
H -1.476 1.654 0.152 0.9 -2.0 -0.5
H 0.993 2.921 -0.152 -1.5 3.4 -1.7
H 2.253 2.101 0.157 3.6 -0.4 -0.4
H 0.090 -2.402 -0.357 0.1 1.3 0.3


Entry 3:
17
Properties=species:S:1:pos:R:3:forces:R:3 method="wB97M-V/def2-TZVPD" spin_multiplicity=1 relative_energy_kcal_mol=91.0 homo_lumo_gap_ev=9.4 smiles=[O-][N+]#CCCn1ccnc1 homo_ev=-8.90 lumo_energy_ev=0.521 energy_ha=-472.1969
O -3.083 1.375 -0.265 -2.4 2.6 0.6
N -2.452 0.398 -0.315 2.5 -2.0 -1.1
C -1.628 -0.390 -0.533 -1.3 -1.0 0.1
C -0.810 -1.590 -0.464 1.7 0.5 -1.9
C 0.305 -1.289 0.540 -1.0 -1.5 0.9
N 0.905 -0.026 0.293 -1.8 1.3 1.0
C 0.272 1.135 0.669 -2.2 0.8 2.2
C 0.927 2.235 0.158 0.3 -2.9 -0.1
N 1.963 1.640 -0.576 1.4 1.3 -1.4
C 1.911 0.332 -0.544 -0.8 0.6 1.5
H -0.316 -1.744 -1.425 -0.1 0.4 -0.4
H -1.329 -2.520 -0.388 -0.7 -0.4 0.9
H -0.310 -1.388 1.463 1.3 0.8 0.2
H 1.106 -2.013 0.591 -0.1 -0.6 -0.2
H -0.665 1.053 1.344 2.0 0.3 -1.2
H 0.694 3.311 0.308 0.6 -1.2 -0.4
H 2.510 -0.520 -0.856 0.6 0.9 -0.7


Entry 4:
17
Properties=species:S:1:pos:R:3:forces:R:3 method="wB97M-V/def2-TZVPD" spin_multiplicity=1 relative_energy_kcal_mol=38.4 homo_lumo_gap_ev=9.6 smiles="CC(=O)Nc1ncccn1" homo_ev=-9.58 lumo_energy_ev=-0.018 energy_ha=-472.2806
C -0.231 -1.455 2.203 -0.8 -7.9 -3.3
C 0.922 -1.717 1.269 1.8 -3.4 3.0
O 1.712 -2.722 1.558 -3.0 4.5 -1.9
N 1.197 -0.864 0.244 -1.3 -1.2 1.3
C 0.467 0.034 -0.470 -1.0 1.5 0.7
N -0.835 0.140 -0.249 -1.2 0.7 -1.3
C -1.484 1.097 -1.004 -1.1 -1.6 1.4
C -0.849 1.928 -1.847 3.3 -1.2 0.2
C 0.594 1.755 -1.972 -3.4 -2.6 3.6
N 1.243 0.830 -1.220 -1.1 1.3 -2.1
H -1.281 -1.433 1.627 2.1 -1.4 1.1
H -0.064 -2.091 3.135 -0.8 -0.1 -1.7
H -0.432 -0.648 2.613 -0.3 8.7 3.2
H 2.057 -1.078 -0.104 2.9 -0.4 -1.5
H -2.637 1.245 -1.017 2.1 -0.9 0.9
H -1.530 2.596 -2.244 -0.3 1.8 -1.6
H 1.151 2.382 -2.521 2.1 2.0 -2.0


Entry 5:
20
Properties=species:S:1:pos:R:3:forces:R:3 method="wB97M-V/def2-TZVPD" spin_multiplicity=3 relative_energy_kcal_mol=28.0 homo_lumo_gap_ev="5.3 / 6.8" homo_ev="-5.63 / -9.98" lumo_energy_ev="-0.332 / -3.191" energy_ha=-1020.7040
C -1.719 3.073 -0.792 1.3 -1.5 -0.4
C -0.970 1.984 -0.757 -6.9 3.0 1.1
C 0.076 1.397 -0.887 8.0 -2.7 -0.8
C -1.135 1.182 2.552 0.6 0.1 1.0
C -0.278 -1.226 -1.634 3.9 -1.3 0.3
C 1.072 -0.752 -0.984 0.3 -2.7 1.3
N -2.531 3.910 -0.855 -1.8 1.9 0.2
N -0.323 0.362 2.439 -1.0 1.0 -0.4
N -1.940 2.219 2.892 0.9 -0.9 -0.7
O 2.142 -1.442 3.159 0.2 0.3 0.2
O 0.440 -2.451 1.755 -0.1 0.4 0.9
O 1.111 0.669 -0.809 -0.1 0.6 -0.3
S 0.766 -1.788 3.004 0.0 -1.2 -0.9
H -1.015 -1.168 -0.893 -1.5 -0.1 0.6
H -0.342 -0.509 -2.419 -0.9 0.2 -0.9
H -0.067 -2.284 -2.027 -0.7 1.6 0.6
H 1.916 -1.071 -1.624 -0.3 0.7 0.1
H 1.381 -1.142 0.066 -1.1 0.3 -1.8
H -2.592 2.024 3.630 -0.2 -0.1 0.1
H -2.333 2.645 2.077 -0.5 0.5 -0.3


Entry 6:
17
Properties=species:S:1:pos:R:3:forces:R:3 method="wB97M-V/def2-TZVPD" spin_multiplicity=1 relative_energy_kcal_mol=116.8 homo_lumo_gap_ev="6.9 / 6.9" charge=+1 homo_ev="-12.40 / -12.39" lumo_energy_ev="-5.466 / -5.468" energy_ha=-451.3882
C 2.638 0.941 -0.199 1.7 -0.9 2.0
C 2.873 -0.388 0.191 -3.0 0.1 -1.9
C 1.374 1.428 -0.471 0.2 1.6 -0.1
C 1.852 -1.321 0.058 0.3 -1.7 2.2
C 0.583 0.384 -0.443 -2.5 -2.7 -0.1
C -2.830 0.186 -0.097 2.1 0.1 0.2
N 0.639 -0.817 -0.239 -0.5 0.1 -0.6
N -2.706 -0.176 -1.375 1.1 -2.8 -3.0
N -1.949 0.919 -0.672 1.3 1.7 0.6
N -3.321 -0.199 1.014 -2.4 -3.1 -0.1
H 3.513 1.497 0.100 -0.2 1.2 -0.7
H 3.696 -0.687 0.714 2.5 -0.5 0.7
H 0.955 2.399 -0.488 0.4 1.1 -0.4
H 1.934 -2.390 0.495 -0.3 1.9 -1.3
H -2.005 -1.007 -1.568 -1.9 1.4 0.8
H -3.963 -0.995 1.115 0.4 0.4 -1.0
H -3.283 0.225 1.865 0.8 2.2 2.4


Number 1: F_max 1.1 eV/Å. Number 2: F_max 4.9 eV/Å. Number 3: F_max 3.6 eV/Å. Number 4: F_max 9.3 eV/Å. Number 5: F_max 8.5 eV/Å. Number 6: F_max 4.2 eV/Å.